Entry 1:
Molecular formula: C12H67N3O22PS
Method: DFT, ωB97M-V/def2-TZVPD

```
! wB97M-V def2-TZVPD RIJCOSX def2/J DEFGRID3
* xyz 1 1
C 3.50 2.27 0.84
C 3.79 2.25 -0.65
O 2.98 1.20 -1.29
P 1.54 1.68 -1.83
O 1.54 1.70 -3.29
C 0.40 0.45 -1.23
C 0.18 0.43 0.30
C -0.26 -0.90 0.89
S -1.77 -1.62 0.17
C -1.22 -2.28 -1.43
C -1.84 -3.62 -1.79
C -1.74 -3.83 -3.30
O -2.64 -2.98 -4.01
C -2.93 -0.22 0.02
C -3.73 -0.18 -1.28
N -4.19 -1.51 -1.60
N -4.88 0.74 -1.10
N -2.92 0.34 -2.37
O 1.17 3.03 -1.12
C 0.18 3.87 -1.79
C -1.00 4.10 -0.84
H 4.30 2.73 1.41
H 3.39 1.23 1.14
H 2.54 2.76 1.00
H 3.63 3.21 -1.12
H 4.83 1.97 -0.83
H 0.78 -0.52 -1.58
H -0.55 0.62 -1.74
H -0.50 1.23 0.59
H 1.13 0.66 0.78
H -0.50 -0.73 1.94
H 0.53 -1.66 0.85
H -1.37 -1.52 -2.20
H -0.15 -2.38 -1.30
H -2.88 -3.66 -1.49
H -1.29 -4.43 -1.31
H -0.71 -3.62 -3.60
H -1.98 -4.87 -3.53
H -2.14 -2.33 -4.50
H -3.64 -0.34 0.83
H -2.42 0.73 0.19
H -4.90 -1.82 -0.95
H -4.53 -1.57 -2.56
H -4.58 1.58 -0.62
H -5.57 0.30 -0.49
H -3.54 0.54 -3.15
H -2.59 1.26 -2.08
H 0.67 4.82 -2.02
H -0.17 3.40 -2.70
H -1.47 5.06 -1.06
H -1.71 3.29 -0.97
H -0.65 4.07 0.20
O 1.45 -2.29 -2.73
H 2.21 -2.88 -2.67
H 1.61 -1.78 -3.54
O -3.39 5.91 -0.02
H -3.84 6.74 -0.21
H -3.73 5.67 0.85
O 4.00 -4.00 -2.70
H 4.10 -4.19 -3.64
H 4.89 -4.08 -2.33
O 5.84 -0.26 0.72
H 5.11 -0.37 0.10
H 6.22 0.59 0.51
O 5.97 -4.60 -0.42
H 6.77 -4.29 0.01
H 5.30 -4.52 0.27
O -1.97 0.76 3.17
H -2.20 -0.04 3.67
H -1.20 1.10 3.64
O -0.60 -2.52 4.10
H -0.64 -2.73 3.16
H 0.34 -2.61 4.30
O 7.87 -2.58 -0.18
H 7.22 -1.96 0.17
H 8.53 -2.03 -0.61
O -3.83 5.57 3.20
H -2.96 5.82 3.54
H -4.39 5.59 3.99
O -1.80 6.04 5.62
H -1.49 5.57 6.40
H -1.27 6.84 5.59
O -1.72 -5.34 4.25
H -2.43 -5.53 3.62
H -1.38 -4.47 4.00
O 1.10 -4.46 2.99
H 1.20 -5.21 2.39
H 0.77 -4.87 3.80
O -3.12 8.57 1.12
H -2.62 9.09 1.75
H -2.46 8.06 0.63
O 2.95 -1.56 0.39
H 2.58 -2.17 -0.27
H 3.12 -0.76 -0.11
O 7.50 -5.14 2.05
H 7.69 -5.48 2.92
H 8.02 -4.32 2.00
O -5.76 0.88 1.89
H -6.04 0.17 2.47
H -4.97 1.23 2.32
O -8.02 -1.00 -1.78
H -7.16 -0.69 -1.48
H -8.64 -0.75 -1.08
O 5.09 -0.27 -3.40
H 4.37 0.28 -3.07
H 5.72 0.36 -3.77
*
```

Output
Kohn-Sham gap	0.365	Eh
ΔE to the lowest compared entry with this formula, charge and spin	0.000	eV
lowest unoccupied orbital energy	-2.4	eV
DFT total energy	-3056.3613	Ha

Atom charges from the Mulliken analysis, given in e for atoms 1 to 2: -0.930 -0.584

---

Entry 2:
Molecular formula: C12H6Br2F5N2S3SbY
Method: DFT, ωB97M-V/def2-TZVPD

```
! wB97M-V def2-TZVPD RIJCOSX def2/J DEFGRID3
* xyz 0 2
Y 11.96 7.30 6.32
S 10.45 9.61 6.32
Sb 13.15 10.23 5.81
S 14.15 8.56 7.09
S 12.11 8.93 4.03
Br 5.00 7.54 8.00
C 6.82 7.14 7.71
C 7.24 6.66 6.45
C 8.54 6.36 6.25
N 9.48 6.40 7.17
C 9.09 6.88 8.32
C 7.77 7.19 8.67
C 10.23 7.32 9.30
C 9.91 7.91 10.55
C 11.00 8.36 11.31
Br 10.61 9.36 12.89
C 12.31 8.09 10.97
C 12.49 7.54 9.69
N 11.54 7.14 8.89
H 6.51 6.46 5.68
H 8.78 6.00 5.28
H 7.49 7.55 9.66
H 8.90 8.12 10.85
H 13.20 8.43 11.56
H 13.47 7.50 9.33
F 13.35 5.70 3.83
C 12.91 5.55 5.05
F 11.43 5.40 4.91
C 13.33 4.18 5.63
F 14.62 4.13 5.89
F 12.66 4.01 6.80
F 12.96 3.15 4.86
*
```

Output
Kohn-Sham gap (alpha / beta)	0.247 / 0.261	Eh
lowest unoccupied orbital energy (alpha / beta)	-1.2 / -1.4	eV
DFT total energy	-7691.0226	Ha

Atom charges from the natural (NBO) analysis, given in e for atoms 1 to 2: 1.530 -0.656

---

Entry 3:
Molecular formula: C12H6Cl3IrO7S6Sb
Method: DFT, ωB97M-V/def2-TZVPD

```
! wB97M-V def2-TZVPD RIJCOSX def2/J DEFGRID3
* xyz -2 6
Ir 1.07 1.26 -1.13
S 6.05 2.97 0.01
Sb 4.43 2.05 -1.39
S 2.38 0.87 -2.83
S 2.31 2.96 -0.49
S 5.24 3.75 -2.77
O -2.19 3.69 0.00
S -1.52 2.53 -0.53
O -0.46 1.98 0.36
O -0.97 2.67 -1.87
C -2.80 1.26 -0.62
C -4.10 1.75 -0.55
C -5.20 0.91 -0.63
C -5.01 -0.45 -0.78
C -3.72 -0.96 -0.85
C -2.61 -0.13 -0.78
S -1.02 -0.98 -0.94
O -1.35 -2.33 -1.31
O -0.30 -0.82 0.31
O -0.33 -0.21 -2.02
H -4.23 2.82 -0.41
H -6.20 1.33 -0.58
H -5.85 -1.12 -0.84
H -3.55 -2.02 -0.98
Cl 2.12 -4.43 3.77
C 2.33 -3.07 2.68
C 2.37 -1.78 3.18
C 2.54 -0.73 2.31
Cl 2.58 0.89 2.95
C 2.67 -0.88 0.91
O 2.85 0.12 0.11
C 2.61 -2.22 0.47
Cl 2.74 -2.52 -1.24
C 2.44 -3.30 1.32
H 2.28 -1.60 4.25
H 2.39 -4.30 0.92
*
```

Output
Kohn-Sham gap (alpha / beta)	0.240 / 0.218	Eh
ΔE to the lowest compared entry with this formula, charge and spin	0.000	eV
lowest unoccupied orbital energy (alpha / beta)	4.3 / 3.1	eV
DFT total energy	-5101.9528	Ha

Atom charges from the natural (NBO) analysis, given in e for atoms 1 to 2: 0.973 -0.607

---

Entry 4:
Molecular formula: C12H71BBr3N2O28
Method: DFT, ωB97M-V/def2-TZVPD

```
! wB97M-V def2-TZVPD RIJCOSX def2/J DEFGRID3
* xyz 1 1
C 2.88 2.25 2.33
C 1.88 1.23 1.78
Br 0.48 0.96 3.15
C 1.32 1.66 0.39
Br -0.60 1.91 0.28
C 1.84 0.77 -0.77
C 1.53 1.52 -2.06
N 2.20 0.97 -3.24
C 1.16 -0.59 -0.77
N 1.99 -1.61 -0.06
C 1.23 -2.86 0.21
B 0.42 -2.63 1.56
O 1.06 -2.06 2.61
O -0.91 -3.00 1.69
C 3.37 -1.76 -0.64
C 3.52 -2.88 -1.65
C 2.75 -2.59 -2.93
C 2.33 -3.77 -3.72
O 1.40 -2.90 -2.93
C 3.88 -0.39 -1.16
Br 5.75 -0.27 -0.61
O 3.24 0.68 -0.54
H 2.83 3.20 1.83
H 2.80 2.37 3.41
H 3.88 1.86 2.12
H 2.39 0.27 1.74
H 1.72 2.65 0.19
H 1.84 2.56 -1.92
H 0.45 1.54 -2.25
H 1.89 0.03 -3.46
H 1.89 1.51 -4.04
H 0.16 -0.57 -0.34
H 1.03 -0.94 -1.80
H 2.13 -1.21 0.87
H 0.53 -3.08 -0.59
H 1.88 -3.71 0.39
H 0.41 -1.76 3.27
H -1.00 -3.92 1.42
H 4.01 -1.98 0.20
H 3.18 -3.85 -1.31
H 4.56 -2.90 -2.00
H 3.05 -1.73 -3.51
H 2.03 -4.68 -3.22
H 2.19 -3.63 -4.78
H 3.92 -0.31 -2.23
O -3.25 1.59 -1.86
H -3.34 2.45 -2.30
H -2.51 1.72 -1.26
O -2.70 1.78 -5.00
H -3.02 1.01 -4.51
H -3.48 2.11 -5.45
O 2.30 -3.08 5.20
H 2.89 -2.35 5.02
H 1.72 -3.11 4.43
O -3.70 4.41 -0.88
H -4.03 3.99 -0.08
H -2.88 4.85 -0.60
O -3.18 -4.69 3.03
H -2.52 -5.17 3.53
H -2.80 -3.82 2.90
O -0.76 -6.52 2.48
H -0.14 -7.17 2.81
H -1.42 -7.05 2.01
O -2.62 -1.17 -3.69
H -2.98 -1.59 -2.90
H -1.82 -0.73 -3.39
O -0.63 -2.34 4.99
H -0.87 -2.95 5.69
H -1.48 -2.06 4.63
O -1.38 5.48 0.96
H -0.69 5.00 1.42
H -1.08 6.40 0.97
O 0.51 -3.61 -6.06
H -0.13 -4.22 -5.66
H -0.03 -2.87 -6.35
O 2.25 -5.00 2.26
H 1.98 -5.23 3.16
H 3.09 -4.55 2.38
O -3.38 -3.98 -0.56
H -3.67 -4.23 0.33
H -2.55 -3.52 -0.41
O -4.22 7.27 -0.22
H -4.13 6.37 -0.57
H -4.08 7.85 -0.99
O -5.98 6.04 1.78
H -5.70 6.41 0.93
H -5.56 6.62 2.42
O 3.52 5.43 2.32
H 3.75 5.81 1.46
H 3.92 6.03 2.96
O -3.12 -0.69 6.22
H -3.29 0.05 5.64
H -2.30 -0.47 6.67
O -6.78 7.24 -1.88
H -6.18 6.99 -1.16
H -6.54 6.66 -2.61
O -3.53 8.63 -2.77
H -2.95 9.40 -2.67
H -4.03 8.80 -3.57
O -4.82 4.58 4.10
H -4.22 5.32 4.21
H -5.32 4.78 3.30
O 2.32 1.07 -6.05
H 1.93 0.79 -6.89
H 3.26 0.88 -6.16
O 3.74 -0.99 4.44
H 4.32 -0.23 4.55
H 3.24 -0.80 3.63
O 1.56 -7.74 0.71
H 1.80 -7.64 -0.22
H 2.05 -7.05 1.18
O 1.79 5.24 -2.19
H 1.38 4.98 -3.02
H 2.73 5.08 -2.32
O -0.31 -9.84 1.21
H 0.33 -9.14 1.01
H -0.86 -9.91 0.42
*
```

Output
Kohn-Sham gap	0.363	Eh
lowest unoccupied orbital energy	-2.6	eV
DFT total energy	-10462.7503	Ha

Atom charges from the Mulliken analysis, given in e for atoms 1 to 2: -1.462 1.674

---

Entry 5:
Molecular formula: C12H7BeCl3O5STe
Method: DFT, ωB97M-V/def2-TZVPD

```
! wB97M-V def2-TZVPD RIJCOSX def2/J DEFGRID3
* xyz -2 1
Be 0.54 -3.49 -0.09
O 3.39 -4.30 -1.25
S 2.68 -3.92 -0.06
O 3.45 -3.87 1.15
O 1.85 -2.62 -0.28
O 1.41 -4.80 0.13
Cl -6.05 -0.57 -0.04
C -4.53 -1.43 -0.06
C -3.34 -0.72 -0.08
C -2.13 -1.40 -0.09
Cl -0.64 -0.53 -0.05
C -2.08 -2.81 -0.10
O -0.97 -3.49 -0.11
C -3.32 -3.47 -0.08
Cl -3.32 -5.21 -0.07
C -4.53 -2.81 -0.06
H -3.34 0.36 -0.08
H -5.45 -3.37 -0.03
Te 2.42 0.57 0.04
C 2.28 2.69 0.13
C 1.15 3.37 -0.37
C 1.07 4.75 -0.39
C 2.12 5.53 0.08
C 3.24 4.89 0.59
C 3.31 3.50 0.62
H 0.32 2.78 -0.74
H 0.17 5.23 -0.79
H 2.06 6.62 0.06
H 4.06 5.48 0.98
H 4.19 3.02 1.02
*
```

Output
Kohn-Sham gap	0.163	Eh
ΔE to the lowest compared entry with this formula, charge and spin	0.000	eV
lowest unoccupied orbital energy	4.0	eV
DFT total energy	-2899.4581	Ha

Atom charges from the natural (NBO) analysis, given in e for atoms 1 to 2: 1.715 -0.992

---

Entry 6:
Molecular formula: C12H7Cl3NO4PdS5
Method: DFT, ωB97M-V/def2-TZVPD

```
! wB97M-V def2-TZVPD RIJCOSX def2/J DEFGRID3
* xyz 1 1
Pd 0.55 -1.20 -0.81
O -1.04 -4.52 0.52
C -0.71 -3.39 0.32
O -0.27 -2.95 -0.85
C -0.78 -2.32 1.37
C -1.18 -2.53 2.67
C -1.23 -1.44 3.53
C -0.88 -0.18 3.06
C -0.48 -0.04 1.74
N -0.44 -1.10 0.93
H -1.44 -3.54 2.97
H -1.53 -1.57 4.56
H -0.91 0.68 3.70
H -0.18 0.91 1.33
C -3.53 1.43 -1.55
S -2.96 2.54 -2.87
C -1.28 2.75 -2.55
C -0.28 1.75 -2.27
S -0.60 0.13 -2.44
S 1.32 2.37 -1.99
C 0.99 4.03 -2.37
S 2.08 5.21 -2.34
S -0.70 4.32 -2.73
H -4.52 1.11 -1.87
H -3.60 2.00 -0.63
H -2.89 0.56 -1.45
Cl 4.83 1.01 0.41
C 4.34 -0.68 0.21
Cl 4.17 -1.45 1.81
Cl 5.50 -1.55 -0.76
C 2.94 -0.75 -0.41
O 2.05 0.12 -0.10
O 2.67 -1.71 -1.15
*
```

Output
Kohn-Sham gap	0.186	Eh
lowest unoccupied orbital energy	-7.1	eV
DFT total energy	-4316.2763	Ha

Atom charges from the natural (NBO) analysis, given in e for atoms 1 to 2: 1.112 -0.519

---

Entry 7:
Molecular formula: C12H7MnN2O5S
Method: DFT, ωB97M-V/def2-TZVPD

```
! wB97M-V def2-TZVPD RIJCOSX def2/J DEFGRID3
* xyz 0 5
Mn 10.49 9.78 9.73
O 5.52 13.38 9.93
C 6.58 12.52 9.96
C 6.43 11.13 10.11
C 7.54 10.39 10.11
N 8.79 10.85 10.07
C 8.91 12.13 9.92
C 7.85 13.01 9.80
C 10.33 12.61 9.59
O 10.49 13.78 9.33
O 11.17 11.57 9.57
C 7.51 8.90 10.13
O 6.43 8.32 10.17
O 8.70 8.43 9.88
H 4.68 12.90 9.92
H 5.57 10.54 10.36
H 8.04 14.05 9.59
S 12.72 9.37 9.19
C 12.38 7.69 9.64
C 13.28 6.62 9.71
C 12.79 5.38 10.12
C 11.45 5.24 10.44
C 10.65 6.37 10.37
N 11.11 7.60 10.02
H 14.25 6.83 9.37
H 13.47 4.55 10.12
H 10.97 4.27 10.68
H 9.60 6.35 10.66
*
```

Output
Kohn-Sham gap (alpha / beta)	0.243 / 0.297	Eh
ΔE to the lowest compared entry with this formula, charge and spin	0.547	eV
lowest unoccupied orbital energy (alpha / beta)	-2.3 / -1.0	eV
DFT total energy	-2496.4554	Ha

Atom charges from the natural (NBO) analysis, given in e for atoms 1 to 2: 1.580 -0.640

---

Entry 8:
Molecular formula: C12H8Br3ClN2
Method: DFT, ωB97M-V/def2-TZVPD

```
! wB97M-V def2-TZVPD RIJCOSX def2/J DEFGRID3
* xyz 0 1
C 3.26 -2.40 -0.73
C 2.05 -1.96 -1.04
C 0.54 -1.44 -0.78
C -0.61 -2.51 -0.72
C -2.13 -2.09 -0.42
N -3.12 -3.16 -0.40
C -4.43 -2.66 -0.07
C -4.74 -1.14 0.21
Cl -6.48 -0.69 0.66
N -3.79 -0.06 0.14
C -2.47 -0.58 -0.18
C -1.28 0.49 -0.29
C 0.22 0.12 -0.58
C 1.40 1.24 -0.68
H 4.32 -2.79 -0.46
H -0.33 -3.63 -0.91
H -5.29 -3.42 -0.02
H -1.53 1.61 -0.12
H 2.05 1.30 0.26
H 2.10 0.95 -1.58
H 0.91 2.26 -0.96
C 3.88 4.23 1.70
Br 5.04 3.98 3.24
Br 4.46 3.19 0.17
Br 2.02 3.89 2.14
H 3.95 5.28 1.42
*
```

Output
Kohn-Sham gap	0.271	Eh
ΔE to the lowest compared entry with this formula, charge and spin	8.214	eV
lowest unoccupied orbital energy	-1.3	eV
DFT total energy	-8753.4615	Ha

Atom charges from the natural (NBO) analysis, given in e for atoms 1 to 2: -0.231 -0.066

---

Entry 9:
Molecular formula: C12H8Cl2N2O5STl
Method: DFT, ωB97M-V/def2-TZVPD

```
! wB97M-V def2-TZVPD RIJCOSX def2/J DEFGRID3
* xyz -1 1
Tl -1.12 -2.80 0.49
Cl 3.39 2.80 0.13
C 4.99 3.33 0.23
C 5.96 2.41 0.15
C 7.30 2.70 -0.18
C 7.65 4.03 -0.13
C 6.72 5.06 0.01
Cl 7.14 6.76 -0.10
C 5.39 4.70 0.15
S 4.21 6.08 0.31
H 5.66 1.37 0.24
H 7.91 1.78 -0.16
H 8.66 4.43 0.02
C -3.72 -0.01 0.10
C -4.08 -1.49 -0.08
N -3.21 -2.48 -0.17
C -3.88 -3.71 -0.24
C -5.22 -3.33 -0.28
N -5.31 -2.00 -0.06
C -6.43 -4.14 -0.22
O -6.34 -5.43 -0.09
O -7.46 -3.48 -0.38
C -3.07 -5.00 -0.04
O -3.84 -6.03 0.15
O -1.76 -4.93 -0.05
H -2.92 0.12 -0.65
H -3.40 0.22 1.08
H -4.61 0.63 -0.14
H -6.24 -1.54 0.01
H -5.29 -5.77 -0.05
O 2.91 5.74 -0.06
*
```

Output
Kohn-Sham gap	0.108	Eh
ΔE to the lowest compared entry with this formula, charge and spin	0.000	eV
lowest unoccupied orbital energy	1.0	eV
DFT total energy	-2438.8853	Ha

Atom charges from the Mulliken analysis, given in e for atoms 1 to 2: 0.489 -0.201

---

Entry 10:
Molecular formula: C12H8F6N3NiO6S4
Method: DFT, ωB97M-V/def2-TZVPD

```
! wB97M-V def2-TZVPD RIJCOSX def2/J DEFGRID3
* xyz -1 3
Ni 1.13 0.03 0.55
O 1.09 -1.65 1.63
N 0.51 -1.56 2.81
C 0.13 -2.72 3.39
C -0.43 -2.74 4.63
C -0.61 -1.54 5.31
C -0.24 -0.36 4.70
C 0.33 -0.35 3.42
S 0.78 1.08 2.60
H 0.28 -3.58 2.76
H -0.74 -3.69 5.06
H -1.05 -1.52 6.30
H -0.38 0.59 5.18
F -3.97 -0.32 -0.40
C -3.68 -1.48 0.18
F -4.32 -2.45 -0.48
F -4.15 -1.45 1.43
S -1.86 -1.79 0.24
O -1.33 -0.58 0.80
O -1.79 -3.00 1.01
N -1.49 -2.07 -1.26
S -0.69 -1.14 -2.23
O -0.17 0.07 -1.65
O 0.15 -1.91 -3.09
C -1.98 -0.53 -3.40
F -2.82 0.33 -2.82
F -2.70 -1.54 -3.90
F -1.38 0.10 -4.42
O 2.22 -1.02 -0.76
N 2.70 -0.34 -1.79
C 3.09 -1.07 -2.86
C 3.65 -0.47 -3.95
C 3.80 0.92 -3.96
C 3.37 1.64 -2.87
C 2.79 1.01 -1.76
S 2.21 1.87 -0.39
H 2.90 -2.12 -2.75
H 3.95 -1.08 -4.79
H 4.24 1.42 -4.81
H 3.45 2.72 -2.85
*
```

Output
Kohn-Sham gap (alpha / beta)	0.290 / 0.293	Eh
ΔE to the lowest compared entry with this formula, charge and spin	0.596	eV
lowest unoccupied orbital energy (alpha / beta)	2.9 / 2.8	eV
DFT total energy	-4778.1047	Ha

Atom charges from the natural (NBO) analysis, given in e for atoms 1 to 2: 1.337 -0.658